No. 1
DFT (ωB97M-V/def2-TZVPD) results for a molecular structure, C26H15F3InN8O7S2.

```
! RIJCOSX wB97M-V def2-TZVPD def2/J DEFGRID3
* xyz -1 1
In 0.831 0.144 0.728
O -1.496 3.100 2.758
C -0.860 2.136 2.353
O -0.087 2.077 1.337
C -0.949 0.839 3.151
C -1.693 0.697 4.309
C -1.676 -0.532 4.953
C -0.908 -1.572 4.447
C -0.179 -1.346 3.293
N -0.235 -0.172 2.678
C 0.758 -2.371 2.656
O 0.763 -3.506 3.125
O 1.443 -1.907 1.693
H -2.260 1.544 4.667
H -2.255 -0.677 5.857
H -0.847 -2.543 4.917
F 6.151 4.073 0.677
C 5.353 3.026 1.002
F 6.096 1.920 0.807
F 5.129 3.123 2.322
C 4.093 3.027 0.188
C 3.842 4.068 -0.686
C 2.676 4.077 -1.434
C 1.812 3.005 -1.299
N 2.052 1.989 -0.476
C 3.144 1.992 0.316
S 3.225 0.681 1.437
H 4.557 4.874 -0.773
H 2.443 4.887 -2.109
H 0.900 2.932 -1.872
N 3.069 -2.179 -2.262
C 2.760 -1.057 -1.613
N 1.654 -1.252 -0.939
C 1.313 -2.546 -1.209
N 2.158 -3.143 -2.015
C 0.109 -3.203 -0.680
C -0.157 -4.541 -0.946
N -1.241 -5.146 -0.475
C -2.056 -4.403 0.265
C -1.798 -3.064 0.527
N -0.716 -2.465 0.052
H 3.852 -2.364 -2.864
H 3.333 -0.145 -1.639
H 0.527 -5.126 -1.548
H -2.941 -4.884 0.664
H -2.467 -2.457 1.126
O -2.501 0.185 0.772
C -2.156 0.321 -0.387
N -0.869 0.310 -0.842
S -0.796 0.235 -2.467
O -0.474 -1.087 -2.947
O -0.010 1.309 -3.020
C -2.523 0.505 -2.734
C -3.218 0.651 -3.918
C -4.595 0.811 -3.826
C -5.235 0.813 -2.587
C -4.514 0.657 -1.411
C -3.143 0.506 -1.507
H -2.710 0.644 -4.873
H -5.181 0.936 -4.728
H -6.309 0.940 -2.546
H -4.989 0.656 -0.439
*
```

Values from the calculation:
LUMO energy	2.39	eV
orbital gap	8.032	eV

No. 2
DFT (ωB97M-V/def2-TZVPD) results for 5 unconnected molecules or ions with the total composition C5H20N2O5 in a non-equilibrium geometry.

```
! RIJCOSX wB97M-V def2-TZVPD def2/J DEFGRID3
* xyz 0 1
C -2.579 -1.277 -1.374
C -1.490 -0.300 -1.881
C -0.157 -0.405 -1.201
C -0.226 0.142 0.264
N 0.060 1.554 0.287
C 0.738 -0.665 1.160
N 0.689 -2.038 1.236
O 1.651 -0.083 1.730
H -2.782 -0.960 -0.358
H -3.429 -1.336 -2.051
H -2.261 -2.315 -1.399
H -1.908 0.651 -1.594
H -1.416 -0.454 -2.958
H 0.762 0.049 -1.611
H 0.359 -1.378 -1.145
H -1.245 -0.022 0.626
H 0.900 1.750 -0.247
H 0.299 2.011 1.147
H 1.426 -2.336 1.859
H -0.216 -2.463 1.341
O -2.501 3.061 -0.878
H -2.096 3.897 -0.648
H -1.891 2.359 -0.620
O 2.311 1.608 -2.032
H 2.193 2.555 -2.039
H 2.809 1.357 -2.812
O -1.512 -3.922 0.318
H -0.783 -4.498 0.529
H -2.350 -3.983 0.769
O 2.971 1.954 2.745
H 3.684 1.596 2.211
H 2.192 1.833 2.203
*
```

Values from the calculation:
LUMO energy	0.37	eV
SMILES string	CCC[C@H](N)C(N)=O.O.O.O.O
orbital gap	10.003	eV
ΔE to the lowest compared entry with this formula, charge and spin	38.80	kcal/mol

No. 3
DFT (ωB97M-V/def2-TZVPD) results for a molecular structure, C34H88BMn2O18 in a non-equilibrium geometry.

```
! RIJCOSX wB97M-V def2-TZVPD def2/J DEFGRID3
* xyz -1 11
Mn 0.694 2.573 2.729
Mn -1.899 2.835 0.212
C -0.419 -0.885 1.261
C -0.094 0.339 0.412
O -0.263 1.559 1.062
H -1.490 -1.011 1.426
H 0.096 -0.891 2.227
H -0.083 -1.770 0.712
H -0.726 0.328 -0.486
H 0.932 0.157 0.020
C 0.042 -0.341 5.374
C -0.877 0.686 4.697
O -0.323 1.914 4.406
H 0.700 -0.823 4.647
H -0.568 -1.104 5.867
H 0.680 0.135 6.124
H -1.723 0.848 5.388
H -1.253 0.192 3.783
O -3.453 1.372 -4.059
C -3.687 0.446 -3.119
C -3.661 0.853 -1.624
O -2.921 1.960 -1.263
H -3.064 -0.491 -3.229
H -4.709 0.037 -3.356
H -3.422 -0.022 -0.954
H -4.709 0.960 -1.223
B -0.994 4.236 2.098
H -0.219 3.892 1.277
H -1.876 3.474 2.050
H -0.395 4.180 3.116
H -1.345 5.360 1.889
C 5.830 -2.946 -2.481
O 5.162 -2.590 -1.303
C 4.662 -3.675 -0.550
C 3.558 -3.150 0.344
O 3.363 -4.143 1.355
C 2.161 -3.940 2.057
H 6.543 -2.175 -2.763
H 5.132 -3.137 -3.304
H 6.406 -3.873 -2.347
H 5.495 -4.029 0.072
H 4.318 -4.497 -1.183
H 2.651 -3.107 -0.259
H 3.885 -2.227 0.830
H 2.288 -3.204 2.861
H 1.900 -4.869 2.570
H 1.305 -3.680 1.436
C 2.924 0.268 3.321
O 2.499 1.432 2.643
C 3.307 1.617 1.472
C 3.341 3.107 1.126
O 2.114 3.726 1.476
C 2.253 5.133 1.697
H 2.341 0.208 4.237
H 3.972 0.329 3.626
H 2.763 -0.666 2.776
H 2.880 0.975 0.692
H 4.354 1.299 1.497
H 3.581 3.198 0.063
H 4.151 3.556 1.710
H 3.207 5.383 2.163
H 1.424 5.480 2.306
H 2.173 5.617 0.720
C 0.167 0.375 -3.292
O -0.338 1.580 -3.823
C 0.292 1.915 -5.016
C -0.583 2.902 -5.767
O -1.012 3.916 -4.883
C -1.040 5.172 -5.520
H 1.117 0.595 -2.787
H 0.178 -0.391 -4.076
H -0.528 0.002 -2.539
H 0.420 1.050 -5.687
H 1.267 2.385 -4.791
H -1.453 2.405 -6.211
H -0.012 3.325 -6.609
H -0.050 5.415 -5.926
H -1.394 5.913 -4.806
H -1.760 5.133 -6.350
C 3.751 0.871 -2.341
O 4.868 1.465 -1.714
C 5.870 0.569 -1.319
C 7.068 1.308 -0.777
O 6.707 1.973 0.407
C 7.815 2.463 1.118
H 3.068 1.660 -2.651
H 3.248 0.154 -1.688
H 4.068 0.424 -3.295
H 6.201 0.099 -2.258
H 5.547 -0.181 -0.592
H 7.418 2.013 -1.539
H 7.810 0.523 -0.579
H 7.447 3.168 1.865
H 8.535 2.987 0.482
H 8.302 1.654 1.676
C 0.131 -3.217 -1.758
O -1.228 -3.542 -1.579
C -2.057 -3.094 -2.643
C -1.825 -3.708 -3.999
O -0.779 -3.055 -4.683
C -0.607 -3.558 -5.983
H 0.734 -3.800 -1.055
H 0.237 -2.185 -1.387
H 0.563 -3.330 -2.751
H -2.021 -1.998 -2.707
H -3.069 -3.311 -2.298
H -2.768 -3.586 -4.546
H -1.586 -4.775 -3.864
H -1.584 -3.619 -6.488
H -0.231 -4.591 -5.998
H 0.021 -2.864 -6.535
C -4.212 -2.494 2.881
O -4.204 -3.523 3.864
C -5.315 -4.365 3.739
C -5.017 -5.665 4.469
O -6.195 -6.446 4.382
C -6.253 -7.518 5.277
H -5.177 -1.983 2.886
H -3.929 -2.902 1.907
H -3.430 -1.790 3.165
H -5.569 -4.609 2.701
H -6.222 -3.938 4.191
H -4.632 -5.490 5.477
H -4.257 -6.203 3.885
H -5.377 -8.177 5.174
H -7.068 -8.176 4.974
H -6.371 -7.153 6.299
C -3.245 5.734 -0.653
O -3.269 4.498 0.021
C -4.384 4.345 0.884
C -4.676 2.884 1.176
O -3.544 2.138 1.566
C -3.854 0.862 2.116
H -4.172 6.000 -1.173
H -2.412 5.742 -1.345
H -3.169 6.520 0.114
H -5.259 4.832 0.443
H -4.249 4.898 1.827
H -5.151 2.457 0.278
H -5.479 2.750 1.918
H -4.431 0.306 1.374
H -4.400 1.059 3.045
H -2.918 0.381 2.373
*
```

Values from the calculation:
LUMO energy (alpha / beta)	1.81 / 1.80	eV
orbital gap (alpha / beta)	3.357 / 3.350	eV

No. 4
DFT (ωB97M-V/def2-TZVPD) results for C4H6N2 in the gas phase in a non-equilibrium geometry.

```
! RIJCOSX wB97M-V def2-TZVPD def2/J DEFGRID3
* xyz 0 1
C -0.671 -0.616 -1.034
C 0.424 -1.021 -0.388
C 1.048 -0.153 0.666
N 0.311 1.098 0.819
N -0.860 1.429 0.251
C -1.267 0.664 -0.693
H -1.203 -1.210 -1.790
H 0.858 -2.025 -0.564
H 2.116 0.069 0.517
H 1.037 -0.706 1.631
H 0.427 1.571 1.766
H -2.219 0.899 -1.182
*
```

Values from the calculation:
LUMO energy	1.03	eV
SMILES string	C1=CCNN=C1
orbital gap	8.758	eV
ΔE to the lowest compared entry with this formula, charge and spin	48.54	kcal/mol

Number 1: energy -3250.9477 Eh. Number 2: energy -688.2006 Eh. Number 3: energy -5028.9943 Eh. Number 4: energy -265.4582 Eh.